Formula: C29H116N58O29
Source: the Open Molecules 2025 dataset
Level of theory: ωB97M-V with the def2-TZVPD basis set

Geometry as XYZ:
```
232
Properties=species:S:1:pos:R:3:forces:R:3:mulliken_charge:R:1
C 17.148282 0.351747 7.544158 0.85 2.89 1.41 0.38
O 17.244621 -0.374109 6.591205 -0.58 -1.22 -2.61 0.28
N 17.774208 0.160608 8.666518 2.17 -2.99 3.48 2.64
N 16.645604 1.577619 7.656498 -2.08 1.13 -2.77 0.18
H 18.564580 -0.467373 8.634182 0.28 -0.57 0.51 -0.60
H 17.580393 0.664773 9.519954 0.31 -0.01 -0.45 -0.90
H 16.617029 1.967793 8.587659 -0.39 0.40 -0.52 -0.35
H 16.053611 1.818230 6.874349 -0.55 0.75 0.50 0.05
C 13.497237 1.274687 9.550125 -1.01 3.84 -4.76 -0.16
O 13.299201 2.388003 8.961274 1.15 -1.25 0.89 -0.89
N 13.027194 1.051384 10.696850 -1.91 0.99 6.07 0.37
N 14.014969 0.219656 8.993456 1.76 -2.22 -1.53 1.91
H 13.041716 0.190037 11.224079 -0.35 -0.37 0.10 0.05
H 12.603840 1.865947 11.117985 -0.13 -0.33 0.16 0.41
H 14.036589 0.203630 7.983809 0.18 -0.28 0.05 -1.03
H 13.831399 -0.622507 9.519930 0.10 -0.52 -0.82 -0.28
C 19.965313 0.722142 3.256725 0.08 -1.26 0.51 0.81
O 19.062054 1.160845 3.940291 -1.36 0.96 1.13 -1.06
N 20.164250 -0.568243 3.137669 -0.89 -2.79 -0.16 -0.06
N 20.854431 1.444600 2.664976 2.66 3.55 -2.04 -0.41
H 19.550470 -1.098534 3.739462 0.48 -0.49 -0.13 -0.70
H 20.988104 -1.006397 2.751160 -0.15 0.14 0.43 0.26
H 20.948488 2.413340 2.934781 -0.18 -0.14 -0.20 0.28
H 21.500207 1.112692 1.962900 -0.15 -0.13 0.39 0.16
C 17.268992 -2.135920 16.701101 1.71 0.96 7.27 0.53
O 17.737672 -2.456787 17.811306 -1.50 0.40 0.25 -0.76
N 16.536875 -1.093105 16.420446 -2.93 3.46 -0.60 -0.27
N 17.673513 -2.726676 15.693281 2.68 -4.90 -7.18 0.08
H 16.547315 -0.795988 15.455195 -0.40 0.13 0.30 0.23
H 15.984735 -0.563950 17.080176 0.52 -0.32 -0.01 0.18
H 18.377645 -3.440675 15.813751 -0.11 0.26 0.06 0.17
H 17.477089 -2.418611 14.751681 0.15 -0.10 0.13 -0.09
C 13.764349 0.426298 0.900366 -0.55 0.07 -5.27 0.60
O 14.031166 -0.505888 0.143663 0.09 -0.39 0.80 -0.70
N 14.027078 0.611329 2.124133 1.87 -1.72 5.46 0.05
N 13.178290 1.547743 0.462734 -1.53 1.63 -1.70 -0.39
H 13.733543 1.463418 2.580079 0.53 -0.74 0.54 0.07
H 14.422804 -0.211130 2.556652 -0.05 0.55 0.93 -0.25
H 13.099668 2.280230 1.153653 -0.19 0.40 -1.10 0.13
H 13.087613 1.691702 -0.532831 -0.07 0.23 0.43 0.25
C 11.909706 -4.732430 5.859565 2.80 -1.57 -1.11 -0.57
O 12.333079 -5.827244 5.448021 0.84 0.38 0.75 -0.69
N 12.578877 -3.690163 6.310218 2.10 0.70 0.79 2.20
N 10.667765 -4.451723 5.768623 -6.06 0.65 -0.77 -0.19
H 12.032729 -2.889937 6.595643 0.51 0.34 0.10 -0.26
H 13.567622 -3.741536 6.509844 -0.34 -0.07 0.13 -1.77
H 10.036477 -5.134717 5.374812 0.28 0.16 0.04 0.31
H 10.354825 -3.491551 5.784548 -0.07 -0.18 0.18 0.06
C 20.772971 -1.697820 13.966453 1.50 -0.30 2.78 0.42
O 21.734490 -1.459112 14.677262 1.57 -0.23 -0.31 -0.75
N 20.365212 -2.838351 13.527125 0.22 -5.40 -1.11 0.02
N 19.869810 -0.822716 13.738763 -2.50 5.37 -0.79 -0.10
H 20.886811 -3.654472 13.813459 -0.22 -0.01 -0.18 0.23
H 19.427180 -2.970230 13.176710 0.32 -0.17 -0.15 -0.11
H 20.240785 0.089455 13.963324 -0.95 0.33 -0.10 0.15
H 18.932852 -1.043109 13.432745 0.40 0.28 -0.07 -0.28
C 15.736489 -2.229939 3.575381 1.45 -0.16 -2.07 -0.57
O 14.795993 -2.207624 4.310213 -2.97 -0.15 2.33 1.82
N 16.884504 -1.679308 3.791731 3.98 3.24 3.27 0.76
N 15.781239 -2.770585 2.391392 -1.38 -1.92 -2.46 -0.18
H 17.677983 -1.627016 3.169024 -0.65 -0.29 -0.07 0.09
H 16.973342 -1.086610 4.604689 0.19 0.04 0.31 -1.29
H 14.866104 -3.054993 2.072415 0.02 -0.49 -1.07 0.00
H 16.588850 -2.536630 1.831827 -0.90 -0.39 -0.48 0.11
C 16.118223 3.611095 10.461594 1.27 0.59 -1.72 0.12
O 16.737569 2.588796 10.288957 1.20 -3.00 -0.16 -0.03
N 15.147576 3.699000 11.282379 -3.74 0.46 3.66 -0.27
N 16.391474 4.703986 9.779814 0.20 2.44 -1.01 -0.35
H 14.805280 4.591981 11.607208 -0.11 -0.31 -0.16 0.21
H 14.743375 2.868954 11.691949 0.24 0.12 -0.07 0.15
H 15.800842 5.505245 9.950805 0.42 0.03 -0.36 0.16
H 17.194193 4.799444 9.174312 -0.11 -0.21 0.26 0.26
C 15.320979 -6.822598 3.005555 1.36 -0.96 1.15 0.62
O 16.167347 -7.236349 3.812511 0.43 -0.67 -0.61 -0.85
N 15.160406 -7.228294 1.745882 1.47 -2.15 -2.44 -0.47
N 14.414259 -5.995017 3.352188 -2.11 2.45 0.86 0.76
H 14.667001 -6.746953 1.007664 -0.01 0.18 0.54 0.16
H 15.859132 -7.887136 1.433143 -0.10 0.18 -0.11 0.28
H 13.866418 -5.639178 2.581909 -0.70 0.86 0.91 0.08
H 14.400409 -5.677552 4.310903 -0.58 0.36 -0.42 -0.83
C 20.912655 1.224522 7.112400 1.75 0.24 0.43 1.05
O 21.501961 1.406062 8.154370 0.81 0.20 2.79 -0.81
N 20.646495 2.194455 6.302435 -1.23 3.65 -2.28 -0.27
N 20.678000 0.067234 6.611421 -0.83 -3.79 -0.62 0.21
H 19.923581 2.003642 5.623401 0.05 0.74 -0.25 -0.07
H 20.966883 3.114277 6.569616 -0.50 -0.12 -0.16 0.28
H 20.453035 -0.031090 5.631715 0.12 -0.52 0.54 -0.19
H 20.986795 -0.703366 7.186681 -0.36 -0.37 -0.77 -0.24
C 16.474257 3.070344 2.811537 -1.28 2.08 0.77 0.95
O 15.630432 3.955322 2.694133 -1.72 0.85 -1.02 -0.88
N 16.516576 2.292366 3.848195 0.28 -1.79 1.62 0.77
N 17.473811 2.968700 1.997417 2.73 -0.62 -2.57 -0.29
H 15.823698 2.472868 4.560545 0.17 -0.56 0.19 -0.48
H 17.409819 1.852118 4.016755 -0.34 -0.36 0.56 0.14
H 17.519523 3.551197 1.173578 0.08 -0.35 0.26 0.25
H 18.117191 2.220870 2.214001 0.25 0.34 -0.66 0.06
C 11.326272 -1.576393 12.738691 2.68 -3.76 1.20 0.33
O 12.363582 -1.297516 12.174880 1.99 0.49 -1.43 -0.66
N 10.341401 -0.823132 12.887584 -5.14 5.92 0.12 -0.39
N 11.109239 -2.719014 13.383191 0.50 -2.69 1.32 -0.35
H 10.409899 0.090954 12.463481 -0.36 -0.13 0.16 0.22
H 9.685314 -0.956165 13.643862 0.05 0.15 -0.51 0.17
H 11.823238 -3.423832 13.499525 0.03 0.21 -0.46 0.10
H 10.244926 -2.888009 13.877681 0.23 0.00 -0.40 0.13
C 20.105990 3.364591 10.836085 2.18 0.02 0.55 0.47
O 21.255376 3.705025 10.917260 2.36 0.51 -0.79 -0.73
N 19.533861 2.523982 10.040160 -1.04 -2.49 -3.46 0.27
N 19.268240 3.768299 11.738109 -2.93 2.32 3.57 -0.36
H 18.529122 2.611881 9.986536 0.35 -0.50 -0.43 -0.07
H 20.072724 2.147937 9.273150 0.12 -0.13 -0.08 0.11
H 18.303183 3.475264 11.684472 0.25 0.49 0.53 0.09
H 19.633804 4.540895 12.276227 -0.69 -0.19 0.28 0.21
C 12.032660 -3.211223 1.930254 2.95 -3.91 -3.14 0.78
O 13.030839 -3.962133 1.707924 -1.16 0.36 0.44 -0.86
N 10.925921 -3.295367 1.190686 -1.63 0.03 -0.52 -0.46
N 12.073020 -2.262686 2.772281 -0.53 4.01 3.71 0.13
H 10.132550 -2.775082 1.537043 -0.11 -0.39 -0.49 0.16
H 10.800283 -4.023036 0.501620 0.19 0.27 0.30 0.25
H 11.328720 -1.581319 2.815412 0.08 -0.17 0.06 0.20
H 12.698404 -2.225570 3.564508 0.50 -0.31 -0.27 -0.63
C 22.182837 -5.573049 8.997118 1.78 -0.89 -1.24 0.55
O 23.313128 -5.766750 8.618086 1.89 -0.18 -2.18 -0.79
N 21.954380 -5.458032 10.237574 -0.64 0.78 6.41 -0.17
N 21.069718 -5.552720 8.329098 -2.72 -0.02 -4.36 0.13
H 21.002255 -5.640574 10.520842 0.15 -0.18 1.01 0.19
H 22.748551 -5.687737 10.817770 -0.46 0.05 0.21 0.22
H 21.104667 -5.864147 7.368944 -0.07 0.35 0.16 0.09
H 20.148805 -5.317610 8.670785 0.28 -0.32 0.08 -0.07
C 14.530680 3.711260 5.937826 -1.32 0.41 -1.38 0.47
O 14.629816 2.505236 5.732317 0.40 -2.10 -0.45 -0.77
N 14.425282 4.598894 5.005191 0.04 1.83 -3.70 -0.30
N 14.308801 4.182748 7.089889 0.06 1.31 5.90 -0.14
H 14.647795 4.298715 4.066855 0.35 0.04 -0.75 0.25
H 14.190424 5.577454 5.091040 0.16 -0.42 0.54 0.17
H 14.354907 3.518854 7.849645 -0.52 -0.03 0.51 -0.26
H 14.349538 5.169866 7.299710 -0.05 -0.37 -0.16 0.23
C 13.217725 -7.318033 9.510437 -2.05 2.35 2.68 0.42
O 12.858480 -6.656725 10.469926 -0.30 2.15 3.22 -0.82
N 13.918894 -6.839014 8.588171 3.90 1.17 -4.70 0.49
N 12.702961 -8.459071 9.332100 -1.64 -5.79 -0.22 -0.23
H 14.251536 -7.515082 7.915576 0.01 0.50 -0.44 0.17
H 14.215938 -5.875948 8.522102 -0.01 -0.11 0.49 -0.35
H 12.196035 -8.857853 10.109343 0.10 0.03 -0.41 0.27
H 12.952656 -8.975592 8.500868 -0.47 -0.40 0.09 0.34
C 17.546477 -6.340458 6.888189 -1.75 0.66 1.81 0.45
O 18.109191 -6.047412 7.951051 0.46 0.25 -0.06 -0.90
N 16.268742 -6.129268 6.646957 -3.24 1.37 1.22 0.35
N 18.036562 -6.926462 5.863604 4.72 -1.86 -1.97 -0.17
H 15.787446 -6.480767 5.831536 0.34 -0.18 0.12 -0.03
H 15.744822 -5.770163 7.432226 -0.04 0.20 -0.48 -0.70
H 19.013372 -7.125095 6.026363 0.02 -0.37 -1.00 0.27
H 17.524591 -7.044987 5.001085 0.20 -0.24 -0.12 0.31
C 20.666139 -1.871891 9.554511 -1.02 1.00 -1.31 0.13
O 19.676976 -1.832434 8.817239 -0.98 0.81 -0.20 -1.92
N 21.651533 -1.051775 9.633140 3.04 3.91 -1.48 -0.09
N 20.879331 -2.769358 10.408458 -1.12 -5.07 3.09 0.62
H 21.679284 -0.220480 9.060177 0.43 0.52 0.03 0.11
H 22.487726 -1.440729 10.044934 0.05 1.03 -0.30 0.19
H 21.812940 -2.793530 10.793020 -0.90 -1.17 0.55 0.20
H 20.188811 -3.505969 10.382647 0.71 -0.54 0.66 -0.99
C 10.858574 -3.626182 9.800901 2.80 -1.17 -0.91 0.42
O 9.912201 -3.026526 10.200402 -2.30 2.24 1.63 -0.78
N 10.715000 -4.666484 9.014454 -2.34 -2.65 -2.40 -0.06
N 12.150318 -3.357000 10.026759 0.62 1.65 0.99 0.97
H 11.369218 -5.300190 8.577983 0.24 0.46 0.48 -0.17
H 9.750833 -4.725953 8.719590 0.23 -0.52 -0.18 0.21
H 12.232869 -2.688892 10.779705 1.03 -0.13 -0.08 -0.54
H 12.907369 -3.937093 9.694424 -0.08 0.09 0.36 -0.60
C 12.205571 -0.069323 6.008202 -3.36 0.84 1.40 0.21
O 11.417125 -1.014765 6.115523 -0.29 -0.11 -0.01 -0.80
N 13.403842 -0.125349 5.620189 6.16 -3.32 -2.14 1.46
N 11.981026 1.197993 6.336815 -2.84 1.95 0.86 -0.08
H 14.061416 0.637101 5.540396 -0.32 0.09 0.12 -0.10
H 13.773185 -1.059765 5.517484 0.45 0.09 -0.48 -0.95
H 12.672159 1.886891 6.076316 -0.34 0.12 0.35 -0.18
H 11.037787 1.449715 6.595724 0.33 0.27 -0.05 0.25
C 12.965819 -9.378607 5.599750 0.13 1.20 -1.42 0.62
O 13.197670 -9.174619 6.790386 -0.15 -0.27 -0.37 -0.76
N 12.979835 -10.556157 4.990212 -0.02 -2.42 0.69 -0.46
N 12.711256 -8.425260 4.680613 0.36 1.05 1.41 -0.21
H 13.150932 -10.568972 3.994892 -0.08 -0.67 0.53 0.17
H 13.016123 -11.330794 5.637308 0.34 -0.37 -0.84 0.27
H 12.806893 -7.515787 5.109344 -0.44 0.70 -0.94 0.22
H 12.502399 -8.612069 3.710261 0.07 0.32 0.51 0.25
C 14.365658 -3.945920 12.649012 -0.76 -1.30 0.12 -0.75
O 14.739105 -3.501654 11.593882 1.68 1.57 -2.02 1.92
N 13.381746 -4.815738 12.674658 -2.47 -2.00 -0.51 -0.10
N 14.781012 -3.702151 13.857535 1.88 1.38 3.51 0.12
H 13.166615 -5.341413 13.509809 0.20 -0.12 -0.34 0.29
H 13.239478 -5.275886 11.786896 -0.62 -0.45 -0.29 -0.30
H 15.624975 -3.194523 14.081437 -0.22 0.13 -0.29 -0.10
H 14.481295 -4.356669 14.565962 0.38 0.26 -0.02 0.17
C 15.642342 -7.842514 13.381870 0.60 2.91 0.88 0.47
O 16.146689 -6.797289 13.852080 -0.91 -1.39 -1.16 -0.61
N 14.773880 -8.029115 12.400825 -2.15 2.41 -3.48 -0.18
N 15.772555 -9.052125 13.837444 1.79 -3.96 3.27 -0.41
H 14.583874 -8.968316 12.081622 0.12 0.66 -0.30 0.27
H 14.523132 -7.291221 11.758390 -0.17 0.04 0.02 -0.02
H 15.005953 -9.639415 13.541599 0.81 -0.54 1.02 0.16
H 16.277389 -9.242337 14.691285 -0.22 -0.01 -0.17 0.26
C 18.398849 -5.118160 11.682943 1.51 -2.05 -0.81 0.50
O 19.335964 -5.903559 11.512779 1.19 -0.30 1.39 -1.00
N 17.948012 -4.613108 12.807056 0.54 0.67 2.80 0.85
N 17.755744 -4.754856 10.636884 -2.46 1.99 -3.22 1.03
H 18.377040 -5.026934 13.622386 -0.68 0.09 0.17 0.28
H 17.052357 -4.147130 12.834820 0.24 -0.38 0.23 -0.96
H 17.003857 -4.086228 10.724684 0.25 -0.54 -0.31 -0.86
H 17.989013 -5.173371 9.747778 -0.35 -0.02 -0.27 -0.26
C 15.612267 -3.293997 8.156313 0.77 -0.15 -1.43 0.84
O 15.040959 -4.384979 8.275907 -0.82 0.54 0.73 -0.26
N 16.196426 -2.617667 9.118808 -0.19 -0.07 2.42 3.92
N 15.813231 -2.716734 6.976379 -0.79 -0.30 -2.25 2.51
H 16.711702 -1.763436 8.961088 0.01 -0.09 0.21 -1.62
H 15.957607 -2.967595 10.035662 0.02 0.71 0.12 -1.86
H 16.273982 -1.828826 6.836922 0.26 0.11 0.20 -1.01
H 15.435455 -3.130622 6.136105 0.09 -0.01 0.16 -0.78
C 20.016055 -3.017810 5.412687 -1.64 -0.12 2.22 0.22
O 21.072813 -2.423688 5.242809 0.14 -0.11 -0.53 -0.73
N 19.297284 -3.074164 6.545936 0.46 0.67 2.04 1.61
N 19.266288 -3.667647 4.517549 1.08 -0.30 -2.83 -0.13
H 18.500188 -3.671775 6.712078 0.21 -0.08 -0.40 -0.56
H 19.586439 -2.600915 7.390045 0.21 0.09 0.00 -0.40
H 19.725032 -3.706083 3.618559 -0.96 -0.69 -0.25 0.28
H 18.337032 -3.936681 4.807724 0.29 -0.20 -0.99 -0.02
C 16.674343 -0.848077 12.421599 -0.54 4.95 -2.68 -0.05
O 17.040834 -1.704936 13.119080 1.82 -5.06 4.20 0.18
N 17.226532 0.342433 12.321778 2.17 2.28 0.60 0.00
N 15.659226 -0.872702 11.631559 -4.56 -2.51 -1.98 0.78
H 17.817324 0.643174 13.083762 0.15 0.52 -0.69 0.38
H 16.800181 0.921847 11.612818 0.74 0.87 0.67 -0.65
H 15.301453 -0.197183 10.971430 0.63 0.16 0.44 -0.60
H 15.057244 -1.655077 11.845126 -0.37 -0.44 -0.84 -0.33
```
Positions in Å, forces in eV/Å.

Results
gap between HOMO and LUMO	0.2866	Ha
multiplicity	1
calculated total energy	-177781.9165	eV
largest force on an atom	9.10	eV/Å